Here is a 2-piece molecular cluster, C3H4S2 overall in a non-equilibrium geometry from the OMol25 dataset. Energies are from wB97M-V/def2-TZVPD.

XYZ file:
```
9
Properties=species:S:1:pos:R:3:mulliken_charge:R:1
C 2.03450 0.15803 0.04494 -0.391
C 1.28937 1.03970 -0.32413 -0.323
C -1.17889 -0.05630 0.76434 -0.105
S -0.84659 -1.53597 0.15177 -0.077
S -2.41818 0.82360 0.01883 -0.056
H 2.50953 -0.69178 0.51445 0.383
H 0.38042 -1.51318 0.66481 0.096
H 0.76584 1.76294 -0.89451 0.383
H -2.53601 0.01296 -0.94051 0.089
```

Output
- ΔE to the lowest compared entry with this formula, charge and spin: 438.51 kJ/mol
- Orbital gap: 8.435 eV
- E_HOMO: -8.42 eV
- LUMO level: 0.0006 Eh
- E: -24841.0964 eV